Record 1
Computed, not measured: H12O6Pt as an isolated structure, with ωB97M-V with the def2-TZVPD basis set.

Summary:
LUMO (alpha / beta), eV: -7.29 / -8.37
Gap between HOMO and LUMO (alpha / beta), eV: 10.44 / 10.12
Strongest force on any atom, hartree/bohr: 0.0249
Calculated total energy, Eh: -577.27681
Multiplicity: 3
⟨S²⟩: 2.002
Charge: +2

```
19
Properties=species:S:1:pos:R:3:lowdin_charge:R:1
Pt 0.15085 0.10211 -0.00537 1.327
O -1.17032 -1.76716 -0.04666 -0.094
H -2.12631 -1.60068 -0.04188 0.093
H -1.07571 -2.71980 -0.21737 0.110
O 1.99992 -1.06910 0.27656 -0.097
H 2.64951 -1.06017 0.99961 0.111
H 2.15354 -1.90086 -0.20008 0.103
O -0.37619 0.27854 2.11613 -0.100
H -1.11319 0.57983 2.67466 0.117
H 0.32394 0.01770 2.73612 0.102
O -1.67166 1.26555 -0.61089 -0.093
H -2.50376 1.31060 -0.11269 0.104
H -1.83919 1.73929 -1.44409 0.112
O 0.18849 -0.48946 -2.23292 -0.095
H -0.68995 -0.79381 -2.50810 0.082
H 0.81529 -0.92870 -2.83232 0.107
O 1.21598 2.01790 0.45269 -0.101
H 1.38798 2.53270 1.25766 0.106
H 1.68077 2.48554 -0.26103 0.105
```


Record 2
Computed, not measured: one molecule with the formula C7H9N, with ωB97M-V with the def2-TZVPD basis set.

Summary:
LUMO, eV: 0.17
Gap between HOMO and LUMO, eV: 8.32
SMILES: C1=CCC([C@@H]2CN2)=C1
Strongest force on any atom, hartree/bohr: 0.1704
Calculated total energy, Eh: -326.67629
Multiplicity: 1
Charge: 0

```
17
Properties=species:S:1:pos:R:3:lowdin_charge:R:1
C 2.10494 0.88980 0.09703 -0.137
C 2.49011 -0.39264 -0.12748 -0.066
C 1.04981 -1.16463 -0.09146 -0.118
C 0.02050 -0.02378 0.02044 -0.316
C -1.18925 -0.21917 -0.44732 -0.245
C -2.39886 0.61385 -0.33203 -0.188
N -2.52457 -0.51745 0.60227 0.074
C 0.68576 1.19682 0.12407 0.009
H 3.04315 1.54094 0.22608 0.121
H 3.25564 -0.96212 0.27480 0.059
H 0.81226 -2.17599 -0.83398 0.171
H 0.97780 -1.69732 1.07065 0.179
H -1.13215 -1.01043 -1.19032 0.133
H -2.18193 1.58265 0.25838 0.128
H -3.04910 0.68717 -1.24601 0.121
H -2.16257 -0.45933 1.45399 -0.005
H 0.19847 2.11165 0.14088 0.082
```


Record 3
Computed, not measured: a 2-piece molecular cluster, C5H10N overall, with ωB97M-V with the def2-TZVPD basis set.

Summary:
LUMO (alpha / beta), eV: -5.25 / -4.22
Gap between HOMO and LUMO (alpha / beta), eV: 7.79 / 9.53
Strongest force on any atom, hartree/bohr: 0.0430
Calculated total energy, Eh: -250.80551
Multiplicity: 1
Charge: +1

```
16
Properties=species:S:1:pos:R:3:lowdin_charge:R:1
C 1.03648 0.70006 0.03962 0.172
C 3.47284 -0.27205 -0.09892 0.229
C -1.47003 -0.05412 -0.57023 -0.223
C -0.24742 0.60813 -0.18067 -0.250
C -1.89486 -1.30254 0.14821 -0.014
N -1.54922 1.24443 0.18088 0.182
H 3.86836 0.59837 0.38375 0.022
H 1.49376 1.52106 0.55407 0.036
H 3.51755 -0.35531 -1.16648 0.019
H 3.24444 -1.13802 0.49039 0.018
H -1.81574 0.02859 -1.59706 0.163
H -2.92216 -1.57084 -0.08211 0.091
H -1.78003 -1.19347 1.22480 0.095
H -1.24302 -2.11277 -0.17233 0.101
H -1.85630 2.08303 -0.30797 0.179
H -1.85462 1.21545 1.15403 0.179
```


Record 4
Computed, not measured: a 2-piece molecular cluster, C54H56N5O overall, with ωB97M-V with the def2-TZVPD basis set.

Summary:
LUMO, eV: -3.88
Gap between HOMO and LUMO, eV: 3.97
Strongest force on any atom, hartree/bohr: 0.0904
Calculated total energy, Eh: -2440.10685
Multiplicity: 1
Charge: +1

```
116
Properties=species:S:1:pos:R:3:lowdin_charge:R:1
C -6.03320 0.85544 2.89286 -0.046
C -4.70072 1.45839 2.54748 -0.261
C -3.62587 1.32232 3.42128 0.005
C -2.37203 1.88879 3.14504 -0.185
C -1.30495 1.82994 4.19434 -0.019
C -2.19425 2.52554 1.91441 -0.143
N -0.90885 3.04562 1.56457 0.145
C 0.25960 2.34142 1.34341 -0.054
C 0.57283 0.93133 1.70501 -0.386
C -0.13699 -0.24203 1.14671 -0.213
C 0.06291 -1.49723 1.90285 -0.063
C -1.14868 -0.07543 0.15442 -0.222
C -1.00575 0.83680 -0.91883 -0.051
C -1.93938 0.87400 -1.95530 -0.114
C -3.10074 0.10354 -1.88009 -0.124
C -3.31986 -0.71897 -0.77296 -0.100
C -2.35203 -0.83647 0.21759 -0.054
O 1.46646 0.75111 2.56656 -0.010
N 1.22782 3.25679 1.18133 0.064
C 2.65123 3.14715 1.15501 -0.099
C 3.29676 2.21549 0.31962 -0.181
C 2.55234 1.39454 -0.67649 -0.032
C 4.68685 2.09025 0.40236 0.000
C 5.44997 2.93082 1.20982 -0.256
C 6.94613 2.79830 1.22669 -0.049
C 4.78944 3.88115 1.99300 0.006
C 3.39550 4.00894 1.98486 -0.179
C 2.76269 5.01789 2.88341 -0.045
N 0.68438 4.53052 1.12198 0.198
C -0.58873 4.39942 1.38865 -0.186
C -1.50639 5.52336 1.47962 -0.163
C -1.32307 6.57603 0.55083 -0.020
C -2.29498 7.56785 0.42336 -0.070
C -3.40111 7.58253 1.28229 -0.071
C -3.49504 6.63753 2.31315 -0.066
C -2.54505 5.62547 2.43345 -0.018
C -3.26537 2.71942 1.03753 -0.183
C -3.13651 3.48652 -0.24340 -0.024
C -4.51005 2.16945 1.36917 0.007
H -6.79128 1.09832 2.14455 0.077
H -5.97008 -0.23704 2.96171 0.085
H -6.39317 1.21453 3.86410 0.086
H -3.75284 0.77582 4.36030 0.129
H -0.56875 2.63917 4.09557 0.087
H -1.76489 1.92914 5.19110 0.091
H -0.77016 0.86771 4.18557 0.087
H -0.31119 -2.36976 1.35577 0.040
H 1.12791 -1.66657 2.11418 0.088
H -0.44960 -1.42652 2.87833 0.088
H -0.13275 1.48955 -0.94019 0.083
H -1.76581 1.54698 -2.79756 0.107
H -3.84978 0.17603 -2.67874 0.100
H -4.26317 -1.25687 -0.67545 0.103
H -2.52817 -1.47382 1.08633 0.109
H 3.27198 0.90826 -1.34744 0.085
H 1.96614 0.59120 -0.20791 0.076
H 1.88419 2.00436 -1.29633 0.085
H 5.17156 1.33022 -0.21721 0.124
H 7.40872 3.58562 1.82422 0.076
H 7.24689 1.83122 1.64262 0.086
H 7.35744 2.85323 0.21407 0.083
H 5.36948 4.55653 2.63411 0.121
H 3.54693 5.66088 3.30630 0.083
H 2.05989 5.64898 2.33408 0.064
H 2.23120 4.55768 3.72877 0.095
H -0.43749 6.56720 -0.08822 0.118
H -2.18749 8.32940 -0.35281 0.110
H -4.17624 8.34538 1.16173 0.110
H -4.32630 6.69061 3.02011 0.112
H -2.59497 4.90656 3.25519 0.123
H -3.73037 2.99575 -1.02584 0.086
H -3.51060 4.51831 -0.14613 0.091
H -2.09972 3.53257 -0.59338 0.079
H -5.33632 2.30098 0.66832 0.127
C 3.29483 -2.87490 -7.59275 -0.027
N 2.11788 -2.45448 -6.87649 -0.124
C 1.24907 -1.42629 -7.41225 -0.123
C 0.16875 -1.23979 -6.31915 -0.085
C 0.61341 -2.11829 -5.19940 -0.147
C 1.78652 -2.80289 -5.60697 -0.163
C 2.44805 -3.67074 -4.71912 0.015
C 1.94091 -3.80913 -3.44011 -0.018
C 0.71650 -3.19065 -3.01015 -0.188
C 0.12455 -3.39138 -1.72290 0.103
C 0.20385 -4.56702 -0.92742 -0.180
C -0.64365 -4.68197 0.22491 0.035
C -0.43129 -5.68525 1.14209 -0.146
C 0.58278 -6.65619 0.93982 -0.150
N 0.64414 -7.49227 2.00761 -0.111
C 1.65270 -8.49164 2.25529 -0.020
C -0.30771 -7.13667 3.04747 -0.115
C -1.11487 -5.96309 2.43581 -0.081
C 1.32366 -6.67650 -0.25900 0.024
C 1.04615 -5.70594 -1.20603 0.009
C 0.07225 -2.32291 -3.94994 0.051
H 3.61069 -3.87710 -7.27856 0.089
H 3.06714 -2.89153 -8.66647 0.098
H 4.14132 -2.18435 -7.44300 0.102
H 1.80364 -0.49165 -7.58923 0.129
H 0.83086 -1.74090 -8.37844 0.127
H 0.09050 -0.18760 -6.00911 0.126
H -0.81836 -1.52586 -6.70975 0.127
H 3.32367 -4.23207 -5.04663 0.112
H 2.52013 -4.37960 -2.71865 0.105
H -0.53350 -2.59330 -1.36942 0.120
H -1.45706 -3.96799 0.36657 0.124
H 2.11944 -8.81238 1.31763 0.087
H 2.44364 -8.11347 2.92498 0.105
H 1.19279 -9.36231 2.74289 0.101
H -0.94831 -7.99427 3.30499 0.130
H 0.20757 -6.83041 3.97361 0.132
H -1.11263 -5.08102 3.09337 0.127
H -2.16935 -6.25287 2.29851 0.129
H 2.04387 -7.47195 -0.44668 0.112
H 1.48064 -5.81125 -2.19517 0.102
H -0.85169 -1.81536 -3.66811 0.127
```


Record 5
Computed, not measured: a 3-piece molecular cluster, C4H10O3 overall, with ωB97M-V with the def2-TZVPD basis set.

Summary:
LUMO, eV: 0.63
Gap between HOMO and LUMO, eV: 9.32
SMILES: C=CC(=C)O.O.O
Strongest force on any atom, hartree/bohr: 0.0377
Calculated total energy, Eh: -384.05876
Multiplicity: 1
Charge: 0

```
17
Properties=species:S:1:pos:R:3:lowdin_charge:R:1
C -1.27116 1.95311 1.85060 0.038
C -0.21821 1.13212 1.75353 -0.112
C -0.11617 0.28796 0.54007 -0.443
C 0.53093 -0.89727 0.57403 0.049
O -0.86934 0.66395 -0.51912 0.033
H -1.99460 2.01863 1.05552 0.062
H -1.34826 2.60596 2.71020 0.057
H 0.51531 0.83236 2.48570 0.103
H 0.20323 -1.63531 -0.15458 0.049
H 0.79584 -1.36597 1.50759 0.058
H -0.56407 0.19061 -1.30276 0.114
O 3.11613 1.04747 -1.49966 -0.062
H 2.96506 1.76344 -2.15183 0.050
H 2.48504 1.36009 -0.86403 0.001
O -1.30095 -3.14436 -2.31608 -0.033
H -0.76819 -3.65651 -1.72141 0.023
H -2.16061 -3.15627 -1.94777 0.013
```


Look up the strongest force on any atom of the first one.
0.0249 hartree/bohr


The lowest strongest force on any atom belongs to which entry?
H12O6Pt